Below is 5 unconnected molecules or ions with the total composition C36H86N5O8PS, with properties calculated with ωB97M-V/def2-TZVPD.

The geometry in XYZ format:
```
137
Properties=species:S:1:pos:R:3:forces:R:3
C 2.090531 3.910986 -4.513758 0.49 0.22 0.04
C 1.903365 2.539283 -3.905921 -0.48 0.25 -0.26
O 2.295112 1.515623 -4.809819 0.43 -0.15 -0.04
C 1.349157 1.219923 -5.816947 0.00 -0.43 0.27
C 0.320065 0.184677 -5.288245 0.04 0.72 -0.89
C -1.113728 0.267674 -5.856088 -0.96 -0.92 0.22
N -1.405598 -0.621647 -6.974485 0.66 0.16 -0.07
O -1.512990 1.566026 -6.314740 0.89 0.69 0.84
S -1.965710 2.475346 -5.059833 -1.10 0.64 -1.17
O -3.200230 3.028718 -5.481014 -1.01 -0.50 0.08
O -1.059134 3.475319 -4.648830 1.50 -0.66 0.61
O -2.081257 1.280816 -4.006084 0.77 0.28 0.33
C -2.176073 0.011436 -4.741819 -1.30 0.21 -1.28
C -3.645385 -0.045058 -5.214167 0.28 -1.14 0.04
C -4.677468 0.100387 -4.067821 1.05 0.47 -0.06
C -5.209631 1.499622 -3.797949 -0.94 -0.32 -0.12
C -6.199122 2.028116 -4.839360 -0.11 -0.01 0.62
C -7.368399 1.086442 -5.171574 -0.08 1.10 -0.36
O -7.538001 0.933464 -6.572090 -0.21 -0.78 0.12
C -8.023384 2.097103 -7.188137 0.62 0.47 -0.08
P -1.712042 -1.521576 -3.747338 1.34 0.07 2.69
O -3.084257 -2.352576 -3.417417 0.20 0.24 -1.20
O -0.935827 -2.525518 -4.792287 -0.97 0.41 -0.56
H 1.719669 4.003760 -5.527851 -0.29 -0.09 -0.11
H 3.156106 4.125522 -4.546553 0.21 0.01 -0.13
H 1.652656 4.699599 -3.913834 -0.32 0.04 0.17
H 0.881053 2.355605 -3.586489 -0.30 0.15 0.02
H 2.510836 2.495649 -3.009867 0.32 -0.46 0.04
H 1.909341 0.746152 -6.615328 0.19 0.04 -0.18
H 0.891437 2.107395 -6.245185 -0.19 0.23 0.18
H 0.325519 0.249488 -4.206950 -0.12 0.00 0.23
H 0.686868 -0.787522 -5.583890 0.12 -0.33 0.36
H -0.677234 -1.325643 -7.014435 -0.01 0.01 -0.12
H -1.324341 -0.077034 -7.826528 -0.17 -0.08 -0.11
H -3.766667 -1.053984 -5.609767 -0.10 -0.07 -0.35
H -3.821970 0.611303 -6.057023 -0.09 0.27 -0.05
H -5.472479 -0.606884 -4.266219 -0.29 -0.01 0.02
H -4.207907 -0.235945 -3.148971 0.02 -0.16 0.16
H -4.432575 2.233013 -3.661900 0.31 0.05 0.04
H -5.740573 1.453591 -2.846310 -0.07 -0.05 0.19
H -5.677443 2.353156 -5.730877 0.10 -0.21 -0.33
H -6.633133 2.929438 -4.413058 0.07 0.31 -0.04
H -8.287632 1.542074 -4.795613 -0.16 -0.05 0.23
H -7.292167 0.119747 -4.691726 0.16 -0.34 -0.28
H -8.495673 1.850809 -8.129987 -0.22 -0.27 -0.07
H -7.202187 2.778890 -7.423589 0.11 0.13 0.00
H -8.707291 2.655265 -6.548742 -0.31 -0.11 0.09
H -3.498660 -2.673648 -4.237910 -0.33 0.00 0.37
H -1.522259 -2.809401 -5.515141 0.30 -0.04 -0.07
C -0.651546 -0.916783 2.586223 0.04 -0.04 0.03
C -2.122001 -0.553724 2.726954 0.09 -0.18 0.01
N -2.622700 0.257252 1.634459 -0.09 0.19 -0.03
C -3.939550 0.812902 1.890760 -0.11 0.16 0.13
C -5.120496 -0.155377 2.035156 -0.10 0.06 -0.06
C -2.417084 -0.285139 0.302631 0.23 -0.13 -0.19
C -3.014197 -1.661876 -0.018454 -0.04 0.04 -0.12
H -0.034690 -0.021980 2.489101 -0.02 0.01 -0.06
H -0.322727 -1.461327 3.473620 -0.01 0.00 0.01
H -0.467965 -1.561539 1.726143 0.02 0.01 0.00
H -2.239942 0.015218 3.653246 -0.13 0.06 -0.05
H -2.700820 -1.482389 2.857190 0.03 -0.02 0.05
H -4.170197 1.536429 1.103820 0.07 -0.06 -0.08
H -3.871888 1.404163 2.809563 0.08 -0.06 0.04
H -5.441563 -0.552242 1.073048 0.04 -0.07 0.01
H -5.975849 0.372142 2.462531 0.02 0.02 0.01
H -4.891436 -0.991792 2.695897 0.03 0.00 0.00
H -1.340881 -0.332815 0.118806 0.01 -0.01 0.08
H -2.783007 0.443184 -0.427031 -0.10 0.05 0.10
H -2.867296 -2.381237 0.788695 0.01 0.04 0.04
H -2.532186 -2.069032 -0.908244 0.00 0.00 0.03
H -4.080080 -1.601180 -0.235015 -0.03 -0.06 0.08
C 3.907557 -0.153017 8.798206 0.02 0.01 0.00
C 3.598850 -1.197720 7.736422 0.15 0.14 0.01
N 2.237739 -1.130719 7.239589 -0.18 -0.11 -0.01
C 1.869443 -2.274499 6.425996 -0.06 -0.29 0.00
C 2.601543 -2.486206 5.095498 -0.10 -0.04 -0.10
C 1.812081 0.162650 6.733016 -0.01 0.29 0.08
C 2.605207 0.781071 5.573601 -0.10 0.05 -0.07
H 3.212020 -0.229624 9.634914 -0.05 0.02 -0.03
H 4.917256 -0.307464 9.180557 0.00 -0.01 0.00
H 3.864343 0.861749 8.401525 -0.01 0.00 0.01
H 3.746566 -2.184328 8.184005 -0.09 -0.07 -0.10
H 4.343140 -1.107960 6.929162 0.04 -0.02 0.03
H 0.793259 -2.233379 6.231854 0.00 0.13 0.01
H 2.012603 -3.172964 7.036943 0.08 0.06 0.07
H 2.257181 -1.791219 4.330713 0.07 0.04 0.00
H 2.400698 -3.493068 4.723146 -0.01 -0.01 0.02
H 3.682778 -2.387437 5.193353 0.00 0.03 0.03
H 1.820844 0.870147 7.565561 0.07 -0.05 0.04
H 0.759131 0.092103 6.448309 0.01 -0.16 -0.03
H 3.682789 0.677159 5.707257 0.00 -0.02 0.03
H 2.386608 1.848797 5.508209 0.00 0.00 0.02
H 2.334408 0.343363 4.613967 0.08 -0.05 -0.01
C 4.952623 3.942278 -7.485209 -0.03 -0.04 -0.06
C 6.207633 4.774511 -7.276205 -0.03 -0.17 -0.11
N 6.589435 4.890760 -5.881497 0.05 0.14 0.12
C 7.625783 5.882155 -5.653059 0.04 0.23 0.01
C 9.011099 5.638217 -6.264765 0.08 0.04 0.08
C 6.747133 3.636397 -5.165685 -0.16 -0.25 0.06
C 7.772326 2.625695 -5.697668 0.05 -0.05 0.12
H 4.118850 4.345329 -6.909449 0.02 -0.03 0.05
H 4.674131 3.953349 -8.540106 0.01 0.02 -0.01
H 5.099318 2.899584 -7.201173 -0.03 0.00 0.02
H 6.013827 5.779588 -7.660115 0.11 0.06 0.09
H 7.014815 4.355324 -7.898304 -0.02 0.01 -0.04
H 7.736266 6.027067 -4.574951 -0.03 -0.11 0.03
H 7.251997 6.838789 -6.031600 -0.07 -0.05 -0.07
H 9.571163 4.882310 -5.716220 -0.02 -0.06 -0.05
H 9.596469 6.559062 -6.223425 -0.02 0.01 0.00
H 8.954084 5.336245 -7.310770 -0.02 -0.01 0.00
H 5.772434 3.142925 -5.130128 -0.02 0.04 -0.08
H 6.975257 3.861651 -4.120949 0.07 0.14 -0.04
H 7.732669 2.528572 -6.783399 -0.02 0.02 -0.01
H 7.568289 1.639932 -5.274845 -0.02 0.01 0.00
H 8.790279 2.887777 -5.413507 0.02 0.03 -0.09
C -2.980855 -7.006918 9.878113 -0.03 0.01 0.00
C -1.924704 -6.028109 10.369004 -0.19 0.04 -0.05
N -0.702063 -6.059087 9.589431 0.22 -0.03 0.03
C 0.389035 -5.320187 10.202773 0.15 0.01 0.19
C 0.243571 -3.800578 10.357375 0.10 0.03 -0.06
C -0.861225 -5.867194 8.159576 -0.19 -0.10 -0.24
C -1.520016 -4.567641 7.678936 0.10 0.05 -0.15
H -2.590144 -8.024985 9.857556 0.03 0.01 -0.04
H -3.839433 -6.986138 10.550425 0.00 0.00 0.01
H -3.344881 -6.753753 8.881866 0.00 -0.01 0.00
H -1.674657 -6.293691 11.399477 0.13 0.07 -0.01
H -2.370619 -5.021334 10.406969 -0.03 -0.01 0.04
H 1.306630 -5.531146 9.646308 -0.06 -0.02 -0.10
H 0.554448 -5.748444 11.196551 -0.11 -0.03 0.00
H 0.384088 -3.277331 9.411979 -0.06 0.02 0.00
H 1.008989 -3.427848 11.041229 0.00 -0.02 0.01
H -0.725549 -3.517811 10.769346 -0.02 -0.02 -0.01
H -1.439412 -6.706675 7.765544 -0.04 -0.01 0.09
H 0.118720 -5.968922 7.686201 0.08 0.06 0.13
H -2.394592 -4.297884 8.272224 0.01 -0.03 0.03
H -1.853009 -4.684901 6.645233 0.00 -0.02 0.00
H -0.821433 -3.732215 7.695481 -0.06 0.06 0.07
```
Positions in Å, forces in eV/Å.

Summary:
Spin multiplicity: 1
SMILES string: CCOCC[C@]1(N)OS(=O)(=O)O[C@]1(CCCCCOC)P(O)O.CCN(CC)CC.CCN(CC)CC.CCN(CC)CC.CCN(CC)CC
LUMO level: 0.0035 hartree
Molecular weight: 780.15 g mol⁻¹
DFT total energy: -3038.3936 a.u.

These are the Mulliken partial charges, in e, on atoms 1 to 6: C -1.080; C 0.156; O -0.478; C -0.779; C -1.145; C 1.183